No. 1
Below is 8 unconnected molecules or ions with the total composition C24H59Cl2FNO10PS8, with properties calculated with ωB97M-V with the def2-TZVPD basis set.

The geometry in XYZ format:
```
106
Properties=species:S:1:pos:R:3
C 2.6416 -4.7677 -2.8144
C 2.3795 -3.1741 -2.9319
S 0.5496 -2.9214 -3.0745
C -0.1769 -2.1036 -1.5984
C 0.4733 -0.6399 -1.2160
C 0.8664 0.2192 -2.4905
Cl -0.6571 0.3216 -3.5583
C 1.3836 1.6996 -2.2871
C 2.9270 1.7705 -2.7931
Cl 1.3115 2.4326 -0.6373
C -0.7184 -0.1177 -0.2387
O -1.5870 0.7159 -0.5316
N -0.6868 -0.6884 1.1480
C 0.7383 -1.1744 1.2661
F 1.4260 -0.9442 2.4930
C 1.5693 -1.0800 -0.1216
P 3.2989 -0.3376 -0.1300
O 3.4745 0.7050 1.2135
O 4.5219 -1.5331 -0.2100
H 3.4388 -5.0512 -3.5720
H 2.9781 -5.0355 -1.7643
H 1.6906 -5.3258 -3.1336
H 2.8303 -2.8693 -3.9449
H 2.9051 -2.5656 -2.1346
H -0.2294 -2.8012 -0.6998
H -1.2757 -1.8642 -1.8577
H 1.6349 -0.3128 -3.1562
H 0.8118 2.3832 -3.0078
H 2.9911 2.0771 -3.8951
H 3.5451 2.4663 -2.1235
H 3.4483 0.7538 -2.7290
H -1.2030 -1.5793 1.0876
H 0.5579 -2.3112 1.3214
H 1.7933 -2.1855 -0.3512
H 4.2769 1.2674 1.1372
H 5.2346 -1.1040 -0.7363
C 0.1301 2.1949 3.0441
S -0.5313 3.8525 3.3150
O 0.3952 4.5584 4.2523
C -1.9687 3.3240 4.2711
H 1.0655 2.2815 2.4897
H 0.3210 1.7084 4.0022
H -0.5822 1.6086 2.4603
H -1.6457 2.7672 5.1522
H -2.6116 2.7010 3.6467
H -2.5197 4.2115 4.5842
C 7.0768 -3.7727 1.0299
S 7.3644 -4.0558 -0.7295
O 6.0294 -4.1482 -1.3923
C 7.9945 -5.7379 -0.5469
H 6.6407 -2.7809 1.1526
H 6.3867 -4.5229 1.4199
H 8.0262 -3.8196 1.5665
H 7.2470 -6.3647 -0.0581
H 8.9140 -5.7204 0.0410
H 8.2084 -6.1351 -1.5396
C -5.4528 -1.0713 -3.0751
S -4.1207 -1.9679 -2.2561
O -3.3940 -2.7507 -3.3035
C -5.1911 -3.1165 -1.3665
H -5.0116 -0.3145 -3.7250
H -6.0515 -1.7593 -3.6749
H -6.0785 -0.5837 -2.3254
H -5.8060 -3.6765 -2.0726
H -5.8256 -2.5613 -0.6740
H -4.5643 -3.8085 -0.8043
C -8.1675 2.5651 -0.5471
S -8.8529 0.9068 -0.7412
O -7.7672 0.0348 -1.2837
C -9.9510 1.3179 -2.1134
H -7.4174 2.5377 0.2436
H -7.6999 2.8864 -1.4794
H -8.9630 3.2576 -0.2669
H -9.3718 1.7172 -2.9474
H -10.6887 2.0508 -1.7820
H -10.4627 0.4084 -2.4293
C 0.9603 6.3140 -0.6551
S 0.5155 5.8917 -2.3525
O 1.3646 4.7331 -2.7636
C 1.2231 7.3724 -3.1054
H 0.6447 5.4988 -0.0032
H 2.0409 6.4451 -0.5748
H 0.4471 7.2312 -0.3614
H 2.2870 7.4372 -2.8719
H 0.7012 8.2554 -2.7320
H 1.0919 7.3057 -4.1858
C -6.9732 -2.7271 2.7904
S -5.7323 -4.0160 2.5501
O -6.0186 -4.6754 1.2404
C -6.3441 -5.1088 3.8503
H -6.8068 -1.9456 2.0482
H -7.9734 -3.1441 2.6599
H -6.8697 -2.3035 3.7908
H -7.3833 -5.3767 3.6535
H -6.2609 -4.6075 4.8163
H -5.7318 -6.0110 3.8581
C 7.8699 2.1004 3.9371
S 6.5735 2.5160 2.7520
O 7.2318 2.7520 1.4318
C 6.1858 4.1302 3.4602
H 8.2898 1.1322 3.6633
H 8.6555 2.8573 3.9100
H 7.4415 2.0383 4.9389
H 7.0774 4.7592 3.4632
H 5.8125 4.0012 4.4776
H 5.4134 4.5979 2.8492
```

The spin multiplicity is 1. As for the HOMO-LUMO gap: 7.827 eV. For the total energy, the calculation gives -171534.578 eV. The value obtained for the highest occupied orbital energy is -0.2777 Eh.



No. 2
Below is 2 unconnected molecules or ions with the total composition C4H12NS3, with properties calculated with ωB97M-V with the def2-TZVPD basis set.

The geometry in XYZ format:
```
20
Properties=species:S:1:pos:R:3
C 3.0538 1.3027 -0.8641
N 2.0994 0.2290 -0.4439
H 3.5419 1.0309 -1.8151
H 3.8331 1.4444 -0.0965
H 2.5193 2.2575 -1.0033
H 1.3623 0.0916 -1.1647
H 2.5988 -0.6735 -0.3114
H 1.6364 0.4808 0.4526
S -0.9576 0.8178 1.5690
S -0.6674 -2.0899 0.6417
S -1.4900 0.0823 -1.3592
C -1.2743 -0.9313 1.8866
C -2.0051 0.9983 0.1092
C -1.7473 -1.5847 -0.7145
H -2.3580 -1.0907 2.0470
H -0.7540 -1.1807 2.8314
H -1.9854 2.0709 -0.1638
H -3.0494 0.7352 0.3652
H -1.5510 -2.2817 -1.5519
H -2.8055 -1.7089 -0.4143
```

As for the charge: +1. The spin multiplicity is 1. As for the HOMO-LUMO gap: 9.024 eV. For the total energy, the calculation gives -38332.260 eV. The value obtained for the highest occupied orbital energy is -0.4508 Eh.



Q: Among the records above, which one has the lowest highest occupied orbital energy?
A: C4H12NS3



Q: Among the records above, which one has the highest HOMO-LUMO gap?
A: C4H12NS3



Q: Among the records above, which one has the lowest HOMO-LUMO gap?
A: C24H59Cl2FNO10PS8